No. 1
{
  "formula": "C5H6O",
  "method": "ωB97M-V/def2-TZVPD",
  "smiles": "C=C=C1O[C@H]1C",
  "relative_energy_kcal_mol": 108.96,
  "e_homo_ev": -8.18,
  "total_energy_ha": -269.172600,
  "homo_lumo_gap_ev": 7.830,
  "multiplicity": 1,
  "fmax_ev_per_a": 0.56,
  "species": ["H", "C", "H", "H", "C", "C", "C", "H", "H", "H", "C", "O"],
  "xyz": [[-0.05, -2.56, -0.77], [-0.87, 1.90, 0.12], [1.40, -1.90, -0.01], [-0.70, -1.06, 1.15], [0.51, -1.64, -0.59], [-0.44, -0.74, 0.14], [0.26, 2.25, 0.76], [1.16, 1.63, 0.70], [0.82, -1.24, -1.56], [0.33, 3.10, 1.43], [-0.87, 0.58, -0.22], [-1.61, -0.36, -0.75]],
  "lowdin_charge": [0.0873, -0.0633, 0.0836, 0.1439, -0.0392, -0.1816, -0.0087, 0.0630, 0.0893, 0.0482, -0.3285, 0.1060]
}


No. 2
{
  "formula": "C4H11N2OS",
  "method": "ωB97M-V/def2-TZVPD",
  "smiles": "NC(=O)[C@@H]([NH3+])CCS",
  "total_charge": 1,
  "relative_energy_kcal_mol": 9.81,
  "e_homo_ev": -12.93,
  "total_energy_ha": -741.720690,
  "homo_lumo_gap_ev": 9.692,
  "multiplicity": 1,
  "fmax_ev_per_a": 2.08,
  "species": ["N", "H", "H", "H", "H", "C", "N", "O", "S", "H", "H", "C", "C", "H", "H", "H", "C", "H", "H"],
  "xyz": [[-0.37, 1.97, -1.48], [1.02, -1.72, -0.29], [1.32, -0.49, -1.31], [0.32, 2.16, -0.76], [1.70, 1.17, 0.81], [-0.91, 0.74, -1.48], [-1.54, -1.26, -0.38], [-1.70, 0.29, -2.27], [1.05, -0.50, 2.46], [-2.20, -1.24, 0.40], [1.62, 0.46, 3.17], [0.96, -0.62, -0.28], [1.71, 0.08, 0.80], [-0.48, 2.57, -2.27], [-1.12, -2.19, -0.33], [-2.07, -1.11, -1.26], [-0.52, -0.18, -0.28], [-0.77, 0.39, 0.61], [2.76, -0.21, 0.84]],
  "lowdin_charge": [0.2291, 0.1256, 0.1353, 0.1124, 0.0734, -0.4769, 0.2282, 0.0854, 0.7285, 0.1822, -0.1373, -0.2240, -0.4935, 0.1356, 0.1726, 0.1473, -0.2313, 0.1281, 0.0792]
}


No. 3
{
  "formula": "C5H8N",
  "method": "ωB97M-V/def2-TZVPD",
  "smiles": "C/C=C1\\CC=[NH+]1",
  "total_charge": 1,
  "relative_energy_kcal_mol": 98.74,
  "e_homo_ev": -14.09,
  "total_energy_ha": -249.667792,
  "homo_lumo_gap_ev": 9.253,
  "multiplicity": 1,
  "fmax_ev_per_a": 6.18,
  "species": ["H", "C", "C", "N", "H", "C", "H", "H", "H", "C", "H", "H", "H", "C"],
  "xyz": [[0.02, -2.26, -0.38], [1.33, 1.67, 0.57], [-0.33, 0.30, 0.40], [0.15, 1.86, 1.08], [-2.35, -0.49, 0.38], [1.08, 0.41, -0.14], [-0.31, 2.47, 1.73], [2.19, 2.42, 0.79], [1.61, -0.40, 0.02], [-1.30, -0.70, 0.10], [-1.67, -2.63, -0.83], [1.03, 0.68, -1.25], [-0.55, -1.48, -1.78], [-0.89, -1.85, -0.69]],
  "lowdin_charge": [0.0570, -0.0016, 0.0007, 0.2118, 0.1302, -0.1131, 0.1479, 0.1945, 0.0795, -0.0622, 0.1115, 0.1805, 0.1542, -0.0908]
}


No. 4
{
  "formula": "C21H13BrFHgN3O",
  "method": "ωB97M-V/def2-TZVPD",
  "total_charge": -1,
  "e_homo_ev": [-2.75, -3.32],
  "s2": 0.78,
  "total_energy_ha": -3874.831535,
  "homo_lumo_gap_ev": [5.218, 5.782],
  "multiplicity": 2,
  "fmax_ev_per_a": 2.32,
  "species": ["H", "C", "H", "H", "N", "C", "C", "H", "H", "C", "O", "C", "N", "H", "C", "H", "C", "C", "H", "H", "F", "C", "C", "Br", "C", "C", "C", "C", "H", "C", "N", "Hg", "C", "C", "H", "H", "H", "C", "C", "C", "C"],
  "xyz": [[8.01, 5.58, 6.42], [21.57, 7.29, 4.60], [22.22, 4.67, 6.63], [7.68, 4.22, 8.51], [9.83, 7.19, 5.92], [10.53, 5.73, 9.27], [13.29, 4.99, 5.18], [11.22, 5.10, 5.31], [11.66, 7.02, 8.01], [14.52, 5.62, 5.21], [15.65, 4.91, 5.17], [8.68, 5.62, 7.25], [10.89, 7.85, 5.53], [14.69, 10.87, 5.68], [13.33, 7.73, 5.37], [12.49, 9.65, 5.66], [13.41, 9.11, 5.53], [19.49, 6.18, 5.21], [22.12, 8.11, 4.19], [19.59, 7.86, 3.96], [23.59, 6.50, 5.44], [9.81, 6.42, 7.04], [22.26, 6.37, 5.39], [9.45, 3.63, 10.81], [20.23, 5.28, 5.92], [12.11, 5.69, 5.26], [9.50, 4.87, 9.39], [10.76, 6.48, 8.11], [13.29, 3.89, 5.17], [14.63, 9.80, 5.55], [15.73, 7.68, 5.27], [17.38, 5.89, 5.15], [12.06, 7.06, 5.41], [8.54, 4.85, 8.40], [19.73, 4.43, 6.42], [16.79, 9.31, 5.36], [11.24, 5.81, 10.08], [21.62, 5.34, 6.02], [15.79, 8.98, 5.36], [14.54, 7.01, 5.29], [20.19, 7.15, 4.50]],
  "mulliken_spin": [0.0036, 0.0001, 0.0000, -0.0003, 0.3722, -0.0435, -0.0766, 0.0490, 0.0296, 0.1054, 0.0257, 0.0649, 0.3114, 0.0049, 0.0090, -0.0137, -0.0098, 0.0001, 0.0000, -0.0003, 0.0000, -0.0705, 0.0002, 0.0026, 0.0005, 0.1408, 0.0686, 0.1164, -0.0053, 0.0467, 0.0307, 0.0016, -0.0967, -0.0254, 0.0000, -0.0010, -0.0025, 0.0000, -0.0204, -0.0168, -0.0014]
}


No. 5
{
  "formula": "C7H7NO2S2",
  "method": "ωB97M-V/def2-TZVPD",
  "relative_energy_kcal_mol": 9.04,
  "e_homo_ev": -8.70,
  "total_energy_ha": -1272.508437,
  "homo_lumo_gap_ev": 9.220,
  "multiplicity": 1,
  "fmax_ev_per_a": 2.54,
  "species": ["C", "N", "O", "C", "C", "C", "H", "H", "H", "H", "S", "H", "C", "C", "S", "H", "C", "H", "O"],
  "xyz": [[-1.32, 0.87, 0.11], [1.76, -1.04, -0.72], [3.54, -1.49, 1.17], [-2.21, -1.82, 0.00], [0.89, -0.02, -0.24], [-0.50, -0.17, -0.15], [-2.31, 0.62, 0.26], [-1.40, 3.05, 0.21], [1.39, -1.99, -0.47], [-2.58, -1.51, 0.96], [3.36, -0.98, -0.24], [-2.93, -1.38, -0.76], [1.46, 1.23, -0.04], [0.61, 2.35, 0.14], [3.22, 1.14, -0.33], [-2.23, -2.97, -0.02], [-0.77, 2.14, 0.22], [0.88, 3.45, 0.21], [-0.87, -1.49, -0.30]],
  "lowdin_charge": [-0.0304, -0.2334, -0.5333, -0.0864, -0.2850, -0.2281, 0.0846, 0.1139, 0.1190, 0.0806, 0.6781, 0.1121, -0.5057, -0.0870, 0.7300, 0.1189, -0.0852, 0.1301, -0.0927]
}


No. 6
{
  "formula": "C4H5N3O",
  "method": "ωB97M-V/def2-TZVPD",
  "smiles": "C1=C2N=NC[C@@H]2ON1",
  "relative_energy_kcal_mol": 142.35,
  "e_homo_ev": -8.30,
  "total_energy_ha": -394.740715,
  "homo_lumo_gap_ev": 8.907,
  "multiplicity": 1,
  "fmax_ev_per_a": 5.33,
  "species": ["H", "H", "C", "C", "H", "H", "C", "N", "N", "O", "N", "H", "C"],
  "xyz": [[-2.53, 0.09, -1.00], [1.49, -1.32, -1.15], [-1.23, 1.27, 0.05], [1.45, -0.88, -0.17], [0.18, -1.32, 1.40], [-1.42, 2.35, -0.19], [-0.02, 0.83, 0.52], [2.02, 0.45, -0.23], [1.30, 1.39, 0.02], [-1.23, -1.02, -0.08], [-2.11, 0.24, -0.13], [2.14, -1.39, 0.49], [-0.04, -0.71, 0.46]],
  "lowdin_charge": [0.1145, 0.1036, -0.0715, -0.1182, 0.1463, 0.1464, -0.1451, -0.0503, 0.0520, -0.0497, 0.0810, 0.1051, -0.3140]
}


No. 7
{
  "formula": "C27H19BrN4W",
  "method": "ωB97M-V/def2-TZVPD",
  "total_charge": 2,
  "e_homo_ev": [-13.86, -13.86],
  "total_energy_ha": -3899.813525,
  "homo_lumo_gap_ev": [4.519, 4.518],
  "multiplicity": 1,
  "fmax_ev_per_a": 5.91,
  "species": ["H", "H", "C", "C", "H", "C", "H", "C", "C", "C", "C", "N", "H", "H", "C", "N", "C", "H", "C", "H", "Br", "H", "H", "C", "N", "H", "C", "C", "H", "H", "H", "C", "C", "N", "H", "H", "C", "H", "C", "C", "C", "C", "C", "W", "C", "C", "H", "C", "C", "H", "C", "C"],
  "xyz": [[-4.45, 0.60, -4.86], [-0.27, 3.66, 0.06], [3.45, 0.69, -1.61], [-1.33, 1.79, 0.04], [1.36, 0.85, 5.39], [-3.55, 0.48, -4.27], [4.10, 0.85, -0.77], [-1.22, 0.12, -2.82], [-3.93, -0.85, 0.20], [-5.11, -0.07, 0.12], [1.81, 0.89, 3.30], [1.42, 0.42, -0.19], [3.44, 0.45, -4.99], [2.79, 1.32, 3.38], [-2.40, 3.95, -0.02], [0.06, 0.02, 1.83], [-2.22, -0.86, -2.78], [-2.69, 2.32, -4.92], [-2.70, -0.23, 0.18], [-0.60, 2.02, -3.63], [-0.13, -2.61, 0.08], [4.97, 0.83, -3.10], [-6.06, -0.57, 0.12], [2.09, 0.47, -1.39], [-0.06, -0.06, -2.04], [-2.04, -1.81, -2.28], [3.91, 0.68, -2.92], [1.02, 0.62, 4.39], [-5.96, 1.87, -0.11], [-4.53, 4.00, -0.01], [-1.59, -0.83, 2.77], [-1.39, 1.28, -3.59], [-2.56, 1.44, -4.31], [2.05, 0.76, 0.92], [-2.30, 5.03, -0.03], [1.03, 0.08, -4.63], [1.69, 0.26, -3.79], [-0.85, -0.25, 5.05], [-3.39, -0.67, -3.51], [1.32, 0.57, 2.02], [-0.66, -0.30, 2.94], [-5.05, 1.30, 0.00], [-3.64, 3.38, -0.02], [-0.56, -0.20, -0.18], [1.21, 0.24, -2.49], [-1.23, 3.16, 0.03], [-4.04, -1.92, 0.27], [-3.82, 1.98, 0.00], [-0.23, 0.00, 4.21], [-4.15, -1.43, -3.50], [3.05, 0.47, -3.99], [-2.63, 1.19, 0.06]],
  "lowdin_charge": [0.1231, 0.1107, 0.0344, -0.1924, 0.1356, -0.0257, 0.1250, -0.2983, -0.0738, -0.0348, 0.0654, -0.0908, 0.1297, 0.1376, -0.0366, -0.0872, -0.0382, 0.1222, -0.2711, 0.1285, 0.2841, 0.1266, 0.1207, -0.1845, -0.1253, 0.1000, -0.0184, 0.0177, 0.1312, 0.1320, 0.1293, -0.0023, -0.0311, 0.1866, 0.1211, 0.1331, 0.0311, 0.1337, -0.0355, -0.2930, -0.0711, 0.0118, 0.0139, 1.5132, -0.1905, -0.0611, 0.1152, -0.1428, 0.0230, 0.1229, -0.0028, -0.2523]
}


No. 8
{
  "formula": "C3H4N3S",
  "method": "ωB97M-V/def2-TZVPD",
  "total_charge": -1,
  "relative_energy_kcal_mol": 127.61,
  "e_homo_ev": -2.41,
  "total_energy_ha": -679.015298,
  "homo_lumo_gap_ev": 6.403,
  "multiplicity": 1,
  "fmax_ev_per_a": 2.11,
  "species": ["N", "N", "C", "H", "H", "C", "H", "C", "H", "S", "N"],
  "xyz": [[1.31, -0.81, -0.25], [-1.67, 1.21, -0.08], [-0.75, 0.41, -0.54], [-0.51, 0.37, -1.67], [1.08, -0.94, -1.20], [-0.21, -0.44, 1.65], [-2.75, 1.99, 1.56], [-2.41, 1.18, 0.93], [1.48, -1.70, 0.17], [0.74, -1.63, 2.41], [0.13, -0.25, 0.37]],
  "lowdin_charge": [0.0198, -0.1069, -0.2231, 0.1163, 0.0198, -0.6968, -0.0144, -0.0120, -0.0401, 0.2642, -0.3267]
}